The following is a quantum chemistry calculation of 8 unconnected molecules or ions with the total composition C36H65BrNO17P, from the OMol25 dataset.

Geometry as XYZ:
```
121
Properties=species:S:1:pos:R:3:lowdin_charge:R:1
N 3.03 0.41 -0.95 0.014
C 1.65 -0.04 -1.21 -0.267
C 0.91 0.93 -2.16 -0.137
C -0.48 0.43 -2.42 -0.127
C -0.74 -0.56 -3.30 0.072
C -2.12 -1.05 -3.47 -0.376
O -2.57 -1.50 -4.50 0.107
C -3.00 -0.89 -2.27 0.011
C -2.79 0.12 -1.40 -0.349
P -3.81 0.24 0.11 0.583
O -5.11 -0.59 -0.43 -0.402
Br -4.59 2.31 -0.10 0.407
C -1.63 1.03 -1.68 -0.348
O -1.64 2.19 -1.35 0.056
H 3.62 -0.42 -0.91 0.045
H 3.08 0.79 -0.01 0.067
H 1.05 -0.13 -0.29 0.112
H 1.66 -1.03 -1.68 0.113
H 1.42 0.98 -3.13 0.085
H 0.90 1.93 -1.72 0.120
H 0.06 -1.00 -3.89 0.138
H -3.81 -1.60 -2.15 0.116
H -5.71 -0.02 -0.94 0.035
O 6.31 -1.45 0.08 0.109
C 5.73 -2.31 0.68 -0.513
O 4.37 -2.26 0.70 -0.024
C 3.57 -3.33 1.21 -0.232
C 3.39 -3.26 2.71 -0.062
C 6.43 -3.41 1.44 0.005
H 3.98 -4.30 0.89 0.112
H 2.61 -3.21 0.71 0.121
H 4.34 -3.37 3.23 0.068
H 2.72 -4.05 3.05 0.081
H 2.96 -2.30 2.99 0.082
H 6.69 -3.03 2.42 0.098
H 7.34 -3.66 0.90 0.087
H 5.85 -4.32 1.54 0.043
O -6.22 5.26 -0.35 0.051
C -7.32 5.00 -0.76 -0.534
O -8.35 5.78 -0.41 0.005
C -9.67 5.64 -0.96 -0.226
C -10.48 4.60 -0.23 -0.056
C -7.57 3.76 -1.60 -0.016
H -9.61 5.45 -2.04 0.109
H -10.12 6.62 -0.84 0.124
H -10.03 3.60 -0.33 0.070
H -11.49 4.55 -0.62 0.086
H -10.52 4.85 0.84 0.048
H -7.71 2.91 -0.94 0.078
H -6.68 3.59 -2.21 0.075
H -8.43 3.84 -2.27 0.071
O 1.94 1.17 -5.16 0.076
C 1.96 2.29 -5.62 -0.523
O 0.86 3.03 -5.48 0.009
C 0.78 4.42 -5.81 -0.223
C 0.39 4.63 -7.26 -0.057
C 3.18 2.83 -6.33 0.021
H 1.72 4.93 -5.56 0.114
H 0.03 4.82 -5.15 0.087
H 1.13 4.23 -7.95 0.069
H 0.28 5.70 -7.46 0.082
H -0.56 4.14 -7.46 0.082
H 3.14 2.52 -7.37 0.094
H 4.06 2.38 -5.86 0.091
H 3.28 3.91 -6.29 0.070
O -1.20 6.19 -4.02 0.083
C -1.81 6.18 -2.98 -0.505
O -2.08 7.36 -2.40 0.003
C -2.89 7.48 -1.22 -0.227
C -2.08 7.28 0.04 -0.059
C -2.20 4.90 -2.29 0.007
H -3.74 6.81 -1.27 0.104
H -3.28 8.50 -1.26 0.122
H -1.66 6.28 0.11 0.070
H -2.70 7.45 0.92 0.082
H -1.25 7.99 0.07 0.081
H -1.36 4.55 -1.70 0.088
H -2.41 4.15 -3.05 0.092
H -3.07 4.99 -1.64 0.060
O 6.41 -6.32 0.26 0.090
C 6.16 -7.44 0.62 -0.537
O 5.68 -7.60 1.87 -0.009
C 5.22 -8.87 2.37 -0.225
C 6.36 -9.70 2.93 -0.053
C 6.47 -8.64 -0.23 0.021
H 4.66 -9.40 1.60 0.113
H 4.52 -8.61 3.16 0.123
H 7.08 -9.96 2.16 0.073
H 5.97 -10.63 3.35 0.086
H 6.88 -9.15 3.71 0.076
H 7.51 -8.91 -0.09 0.093
H 6.32 -8.36 -1.27 0.095
H 5.85 -9.51 -0.03 0.073
O 11.03 -9.28 5.21 0.107
C 10.77 -8.28 4.60 -0.524
O 9.48 -8.03 4.29 -0.013
C 9.04 -6.80 3.70 -0.229
C 9.17 -6.80 2.20 -0.045
C 11.85 -7.33 4.12 0.013
H 9.55 -5.95 4.16 0.113
H 7.99 -6.73 3.98 0.119
H 10.21 -6.88 1.87 0.077
H 8.75 -5.89 1.78 0.078
H 8.63 -7.65 1.79 0.063
H 12.24 -7.71 3.17 0.096
H 12.65 -7.34 4.85 0.091
H 11.52 -6.31 3.99 0.069
O -10.88 5.59 2.79 0.092
C -10.35 5.17 3.78 -0.511
O -9.96 3.88 3.79 0.002
C -9.17 3.31 4.84 -0.234
C -10.01 2.85 6.01 -0.064
C -10.16 6.02 5.01 0.017
H -8.39 4.01 5.15 0.113
H -8.67 2.46 4.38 0.123
H -10.53 3.68 6.49 0.068
H -9.38 2.37 6.76 0.082
H -10.76 2.13 5.68 0.084
H -11.07 5.99 5.60 0.097
H -9.99 7.04 4.68 0.093
H -9.32 5.72 5.64 0.070
```

Computed properties:
**Orbital gap**: 8.0 eV
**E**: -5659.96630 a.u.
**SMILES**: NCCC1=CC(=O)C=C(P(O)Br)C1=O.CCOC(C)=O.CCOC(C)=O.CCOC(C)=O.CCOC(C)=O.CCOC(C)=O.CCOC(C)=O.CCOC(C)=O